{
  "formula": "C38H94INO12P",
  "method": "ωB97M-V/def2-TZVPD",
  "species": ["C", "O", "C", "C", "C", "C", "C", "C", "C", "C", "C", "C", "C", "P", "O", "I", "C", "C", "C", "C", "N", "O", "C", "C", "C", "C", "H", "H", "H", "H", "H", "H", "H", "H", "H", "H", "H", "H", "H", "H", "H", "H", "H", "H", "H", "H", "H", "H", "H", "H", "H", "H", "H", "H", "H", "H", "H", "H", "H", "H", "H", "H", "H", "H", "H", "H", "C", "C", "O", "H", "H", "H", "H", "H", "H", "C", "C", "O", "H", "H", "H", "H", "H", "H", "C", "C", "O", "H", "H", "H", "H", "H", "H", "C", "C", "O", "H", "H", "H", "H", "H", "H", "C", "C", "O", "H", "H", "H", "H", "H", "H", "C", "C", "O", "H", "H", "H", "H", "H", "H", "C", "C", "O", "H", "H", "H", "H", "H", "H", "C", "C", "O", "H", "H", "H", "H", "H", "H", "C", "C", "O", "H", "H", "H", "H", "H", "H"],
  "xyz": [[-2.6507, 3.0090, 4.1850], [-2.5766, 3.8532, 3.0623], [-1.6468, 3.4246, 2.0697], [-2.2346, 3.5683, 0.6745], [-1.7320, 2.5206, -0.3030], [-2.1114, 1.0763, 0.0364], [-1.0553, 0.0920, -0.4252], [-1.2250, -1.3098, 0.1071], [-0.2186, -2.3293, -0.4420], [1.2296, -1.8660, -0.5497], [2.0865, -2.2243, 0.6623], [3.1988, -1.2037, 0.9247], [2.9680, -0.2040, 2.0847], [4.1789, 1.1429, 1.6282], [3.4620, 1.7282, 0.2723], [3.6441, 3.0289, 3.0771], [1.4962, 0.2521, 2.1899], [0.7614, -0.0701, 3.4981], [1.0672, 0.9362, 4.6052], [-0.7572, -0.0219, 3.2568], [1.1377, -1.4302, 3.9607], [0.4482, -2.3980, 3.4735], [2.5870, -1.6962, 4.2191], [2.8665, -1.5379, 5.7353], [2.9164, -3.1377, 3.8644], [3.5172, -0.7504, 3.4223], [-3.5038, 3.3107, 4.7837], [-1.7611, 3.0714, 4.8205], [-2.7917, 1.9639, 3.8863], [-0.7420, 4.0297, 2.1684], [-1.3680, 2.3858, 2.2691], [-1.9539, 4.5504, 0.2922], [-3.3216, 3.5626, 0.7522], [-2.1473, 2.7584, -1.2841], [-0.6471, 2.6039, -0.3952], [-2.2675, 0.9866, 1.1148], [-3.0621, 0.8658, -0.4408], [-0.0800, 0.4982, -0.1533], [-1.0653, 0.0537, -1.5205], [-2.2223, -1.6531, -0.1764], [-1.2068, -1.3303, 1.1995], [-0.2398, -3.1915, 0.2277], [-0.5659, -2.6923, -1.4111], [1.3075, -0.7988, -0.7514], [1.6725, -2.3636, -1.4141], [2.5511, -3.1909, 0.4705], [1.4478, -2.3643, 1.5347], [3.3295, -0.6594, -0.0107], [4.1436, -1.7113, 1.1179], [3.9536, 1.3683, -0.4801], [1.4428, 1.3363, 2.0835], [0.9252, -0.1479, 1.3553], [0.7971, 1.9287, 4.2533], [0.4486, 0.7097, 5.4710], [2.1123, 0.9741, 4.8915], [-1.2565, -0.8481, 3.7504], [-1.1611, 0.9020, 3.6681], [-1.0046, -0.0233, 2.1973], [2.8677, -2.5108, 6.2228], [3.8350, -1.0726, 5.9050], [2.1021, -0.9332, 6.2147], [2.1896, -3.8078, 4.2871], [3.8697, -3.3537, 4.3455], [3.0509, -3.3043, 2.7996], [3.8365, 0.0849, 4.0452], [4.4101, -1.3364, 3.2158], [-4.8893, 2.6394, -3.6372], [-4.3363, 1.3091, -3.1677], [-4.8295, 0.9417, -1.8787], [-4.6344, 3.4257, -2.9255], [-4.4880, 2.9051, -4.6156], [-5.9779, 2.5954, -3.7182], [-3.2514, 1.3603, -3.0715], [-4.5817, 0.5246, -3.8892], [-5.7882, 0.8695, -1.9448], [0.3158, -5.5818, -2.4581], [1.2633, -4.8024, -3.3497], [2.5190, -4.5513, -2.7230], [0.1603, -5.0419, -1.5237], [-0.6493, -5.7315, -2.9438], [0.7286, -6.5628, -2.2108], [0.8516, -3.8196, -3.5785], [1.4192, -5.3297, -4.2971], [2.9239, -5.4006, -2.5157], [1.4499, 3.2093, -3.0819], [0.3597, 3.8049, -3.9553], [-0.3820, 4.7986, -3.2450], [1.0143, 2.7658, -2.1845], [2.0074, 2.4450, -3.6205], [2.1509, 3.9843, -2.7606], [-0.3545, 3.0408, -4.2580], [0.7916, 4.2410, -4.8590], [0.2359, 5.4887, -2.9816], [3.2690, 0.5288, -7.3909], [2.5004, 0.8582, -6.1251], [1.9549, 2.1742, -6.1428], [4.0744, 1.2479, -7.5418], [3.6985, -0.4724, -7.3392], [2.6113, 0.5733, -8.2621], [3.1610, 0.8239, -5.2592], [1.7023, 0.1249, -5.9664], [1.3510, 2.2347, -6.8921], [0.1017, -6.2273, 6.9075], [1.0597, -5.4595, 6.0164], [2.3211, -5.2389, 6.6464], [-0.0529, -5.6913, 7.8442], [-0.8638, -6.3645, 6.4191], [0.5041, -7.2143, 7.1485], [0.6617, -4.4717, 5.7877], [1.2072, -5.9890, 5.0690], [2.7072, -6.0973, 6.8507], [-4.3458, -1.2491, -7.8514], [-5.0129, -0.9344, -6.5268], [-5.5524, 0.3869, -6.4915], [-3.5525, -0.5286, -8.0530], [-3.9148, -2.2510, -7.8504], [-5.0694, -1.1886, -8.6680], [-4.2921, -0.9800, -5.7117], [-5.8025, -1.6646, -6.3194], [-6.2032, 0.4586, -7.1983], [-5.8440, 0.8815, 7.6410], [-4.9823, 1.6427, 6.6514], [-3.6691, 1.8872, 7.1473], [-5.9114, 1.4274, 8.5823], [-6.8511, 0.7324, 7.2496], [-5.4134, -0.1001, 7.8529], [-5.4069, 2.6256, 6.4519], [-4.9284, 1.1015, 5.7004], [-3.2558, 1.0345, 7.3216], [-3.4160, 2.4856, -9.7896], [-2.2959, 3.1436, -9.0018], [-1.0330, 2.5158, -9.2303], [-3.4830, 1.4290, -9.5298], [-4.3758, 2.9595, -9.5794], [-3.2280, 2.5548, -10.8639], [-2.4766, 3.0577, -7.9315], [-2.2290, 4.2090, -9.2458], [-0.8286, 2.5885, -10.1686], [8.3634, 1.2832, 3.8681], [7.2339, 0.2789, 3.9932], [6.2883, 0.6465, 4.9935], [8.8777, 1.3968, 4.8230], [9.0872, 0.9674, 3.1155], [7.9751, 2.2621, 3.5768], [7.6172, -0.6951, 4.2965], [6.7275, 0.1581, 3.0289], [5.9229, 1.5048, 4.7469]],
  "atomic_forces_ev_per_a": [[-0.014, 0.006, -0.014], [-0.131, 0.017, -0.174], [-0.046, -0.051, 0.391], [0.126, 0.357, 0.101], [-0.168, -0.127, -0.196], [-0.091, 0.379, 0.111], [0.027, 0.185, -0.228], [-0.151, -0.465, -0.067], [-0.165, -0.054, 0.136], [0.166, -0.288, -0.330], [-0.045, -0.042, 0.120], [0.033, -0.140, 0.136], [-0.022, 0.068, 0.452], [0.143, -0.387, 0.004], [0.042, -0.033, -0.429], [0.037, 0.118, 0.139], [0.293, 0.325, -0.169], [-0.386, 0.015, 0.348], [0.062, 0.005, -0.088], [0.098, 0.366, 0.178], [0.115, -0.341, -0.946], [0.036, 0.197, 0.313], [0.202, -0.053, 0.600], [-0.232, -0.004, -0.062], [0.522, 0.122, 0.041], [-0.493, 0.083, -0.245], [-0.058, 0.113, 0.013], [0.114, -0.002, -0.013], [-0.102, 0.057, 0.029], [0.169, -0.015, -0.027], [-0.011, 0.077, -0.096], [-0.156, 0.103, -0.088], [-0.081, -0.176, 0.014], [0.180, 0.090, -0.131], [0.127, 0.059, 0.022], [-0.057, -0.082, -0.053], [-0.222, -0.210, 0.087], [0.032, 0.022, -0.012], [0.090, 0.039, -0.083], [-0.124, -0.052, 0.083], [0.039, -0.117, -0.315], [-0.043, -0.193, -0.068], [-0.020, 0.114, -0.123], [-0.139, 0.085, -0.050], [0.110, 0.091, -0.111], [-0.011, -0.151, 0.038], [0.074, 0.069, 0.034], [0.082, 0.032, -0.117], [0.118, -0.039, -0.019], [-0.153, 0.344, -0.050], [-0.117, 0.132, -0.133], [0.121, -0.132, 0.157], [-0.037, 0.113, -0.041], [0.041, -0.039, 0.169], [0.069, -0.048, 0.130], [-0.041, -0.149, -0.040], [0.161, -0.124, 0.038], [0.128, -0.039, 0.459], [-0.064, -0.080, 0.048], [0.124, 0.014, 0.004], [0.011, 0.123, 0.044], [-0.220, -0.263, -0.073], [0.129, -0.051, -0.008], [-0.276, -0.062, -0.084], [-0.061, -0.007, 0.145], [0.250, 0.095, 0.039], [0.004, 0.045, 0.127], [-0.140, -0.024, -0.022], [-0.082, 0.028, -0.106], [0.026, 0.012, -0.017], [-0.005, -0.027, -0.015], [0.002, -0.017, -0.055], [0.018, -0.041, 0.047], [0.073, 0.019, -0.062], [0.069, 0.013, 0.047], [0.092, 0.066, 0.129], [0.061, -0.086, 0.003], [-0.032, -0.054, 0.020], [-0.053, -0.007, -0.005], [0.002, 0.006, -0.015], [-0.006, -0.021, -0.057], [-0.006, 0.018, -0.011], [-0.037, 0.036, -0.031], [-0.012, 0.067, 0.003], [-0.081, -0.046, 0.085], [0.228, 0.194, 0.220], [-0.090, -0.046, -0.056], [-0.004, -0.007, -0.011], [0.002, 0.013, -0.047], [0.019, -0.001, -0.035], [-0.058, 0.017, 0.015], [0.009, -0.088, -0.064], [-0.061, -0.038, 0.009], [-0.001, 0.121, -0.017], [-0.092, 0.020, -0.075], [0.035, -0.117, -0.136], [0.018, -0.012, 0.006], [-0.011, -0.016, 0.013], [-0.006, -0.037, 0.004], [0.000, -0.004, 0.032], [0.023, -0.029, 0.044], [-0.012, 0.040, 0.013], [0.060, 0.034, 0.063], [0.053, -0.129, 0.076], [-0.058, 0.003, 0.003], [-0.022, 0.009, -0.003], [0.007, 0.002, -0.021], [-0.023, -0.019, -0.027], [0.009, 0.021, -0.027], [-0.059, 0.043, -0.042], [-0.008, 0.062, -0.004], [0.026, 0.146, -0.008], [-0.130, 0.031, -0.081], [0.053, -0.094, -0.040], [0.033, -0.027, 0.009], [-0.024, -0.010, 0.015], [0.000, -0.052, -0.015], [0.007, -0.002, 0.021], [0.034, -0.022, 0.056], [0.028, 0.031, 0.056], [0.076, 0.042, 0.074], [0.045, -0.087, 0.009], [-0.034, -0.086, 0.009], [-0.021, 0.009, -0.006], [0.002, -0.003, -0.019], [-0.024, -0.020, -0.027], [-0.006, 0.018, -0.020], [-0.039, 0.036, -0.032], [0.007, 0.069, 0.003], [0.131, -0.068, 0.040], [0.034, -0.005, -0.128], [-0.046, -0.011, 0.018], [-0.040, 0.006, 0.010], [0.019, 0.018, 0.008], [-0.022, 0.047, 0.002], [0.000, -0.002, 0.014], [-0.036, 0.002, 0.040], [-0.001, -0.006, 0.054], [-0.036, 0.035, 0.095], [-0.053, 0.019, -0.020], [0.021, 0.052, -0.043], [0.015, -0.013, -0.008], [-0.011, -0.009, -0.015], [0.003, -0.007, -0.041], [0.002, -0.021, 0.004], [0.042, -0.037, -0.012], [-0.041, 0.000, 0.039]],
  "mulliken_spin": [0.000, 0.000, 0.000, 0.000, 0.000, 0.000, -0.002, -0.001, 0.007, -0.010, -0.012, 0.010, -0.021, 0.002, 0.000, 0.000, 0.033, -0.028, 0.022, 0.005, 0.433, 0.502, 0.005, 0.017, 0.000, 0.026, 0.000, 0.000, 0.000, 0.000, 0.000, 0.000, 0.000, 0.000, 0.000, 0.000, 0.000, 0.002, 0.000, -0.001, 0.000, 0.001, 0.000, 0.000, 0.000, 0.001, 0.021, 0.000, -0.003, 0.000, -0.004, 0.003, 0.000, -0.016, 0.003, -0.014, 0.000, 0.021, -0.006, 0.001, -0.005, 0.010, -0.002, 0.002, 0.000, 0.001, 0.000, 0.000, 0.000, 0.000, 0.000, 0.000, 0.000, 0.000, 0.000, 0.000, 0.000, 0.000, 0.000, 0.000, 0.000, 0.000, 0.000, 0.000, 0.000, 0.000, 0.000, 0.000, 0.000, 0.000, 0.000, 0.000, 0.000, 0.000, 0.000, 0.000, 0.000, 0.000, 0.000, 0.000, 0.000, 0.000, 0.000, 0.000, 0.000, 0.000, 0.000, 0.000, -0.001, 0.000, 0.000, 0.000, 0.000, 0.000, 0.000, 0.000, 0.000, 0.000, 0.000, 0.000, 0.000, 0.000, 0.000, 0.000, 0.000, 0.000, 0.000, 0.000, 0.000, 0.000, 0.000, 0.000, 0.000, 0.000, 0.000, 0.000, 0.000, 0.000, 0.000, 0.000, 0.000, 0.000, 0.000, 0.000, 0.000, 0.000, 0.000],
  "e_lumo_ha": [0.013, 0.013],
  "spin_multiplicity": 2,
  "s2": 0.75,
  "charge": 0,
  "homo_lumo_gap_ev": [8.19, 9.06]
}